# C6H10O2

The molecule C6H10O2 (the ωB97M-V functional and the def2-TZVPD basis, OMol25).

Output
energy relative to the best compared isomer or geometry (same formula, charge and spin): 13.2 kcal/mol
HOMO level: -9.371 eV
structure (SMILES): C=C(C)CCC(=O)O

```
18
C6H10O2 (the ωB97M-V functional and the def2-TZVPD basis)
C -0.0969 -1.2623 2.4509
C 0.3000 -0.4011 1.5135
C 1.7300 -0.2612 1.1520
C -0.8061 0.4190 0.8431
C -1.2894 -0.0670 -0.5091
C -0.2694 0.2597 -1.5983
O 0.6815 -0.3684 -1.9642
O -0.5436 1.5055 -2.0541
H 0.6822 -1.8827 2.9065
H -1.0482 -1.3882 2.9437
H 2.1614 -1.2670 1.1105
H 1.8998 0.0774 0.1209
H 2.3345 0.4353 1.7316
H -0.4936 1.4559 0.9631
H -1.6478 0.4694 1.5833
H -2.2854 0.3726 -0.7000
H -1.4840 -1.1378 -0.5356
H 0.1216 1.8296 -2.6629
```

=====

# C36H40CsN4O5S6

A structure of composition C36H40CsN4O5S6 (the ωB97M-V functional and the def2-TZVPD basis, OMol25).

Output
energy relative to the best compared isomer or geometry (same formula, charge and spin): 0.0 kcal/mol
HOMO level: -3.728 eV
charge: -1

```
92
C36H40CsN4O5S6 (the ωB97M-V functional and the def2-TZVPD basis)
Cs 0.8566 0.6991 -0.0936
C 1.0455 3.9633 -2.7083
C -0.4716 4.1092 -2.5641
S -1.0814 3.4692 -0.9766
C -2.8261 3.1902 -1.3579
C -3.1093 1.9512 -2.2000
S -2.7854 0.4482 -1.2512
C -2.8702 -0.8198 -2.5463
C -2.1334 -0.5232 -3.8487
S -0.3950 -0.0748 -3.5955
C -0.2655 1.2785 -4.7973
C 1.1026 1.9571 -4.7017
S 1.7351 2.3244 -3.0360
H 1.5614 4.2356 -1.7829
H 1.3791 4.6465 -3.4941
H -0.9922 3.5919 -3.3695
H -0.7327 5.1686 -2.6274
H -3.2285 4.0733 -1.8593
H -3.3294 3.1176 -0.3904
H -2.4605 1.9590 -3.0741
H -4.1482 1.9651 -2.5411
H -3.9144 -1.0422 -2.7786
H -2.4483 -1.7070 -2.0695
H -2.6228 0.2957 -4.3779
H -2.2081 -1.4039 -4.4897
H -1.0686 1.9921 -4.6068
H -0.4081 0.8827 -5.8061
H 1.1035 2.8582 -5.3215
H 1.8542 1.2834 -5.1194
O 5.5313 0.7805 -0.5692
C 4.3188 1.0331 -0.6517
O 3.4376 0.2477 -1.1344
C 3.8208 2.4320 -0.0713
O 4.5759 3.0198 0.7036
O 2.6634 2.8218 -0.4397
S -2.4117 5.5777 3.1776
C -3.6190 6.7353 3.5220
C -4.7982 6.1490 3.8684
C -4.7188 4.7326 3.8558
C -3.4814 4.2698 3.5002
C -3.0490 2.8719 3.3808
C -2.0344 2.5005 2.4691
N -1.6278 1.2696 2.2804
C -2.2113 0.2882 2.9970
C -3.2098 0.5423 3.9523
C -3.7657 -0.5438 4.7102
C -3.3476 -1.8112 4.5163
C -2.3416 -2.1130 3.5375
C -1.8762 -3.4180 3.3062
C -0.9168 -3.6488 2.3496
C -0.4458 -2.5282 1.6211
N -0.8588 -1.3058 1.8249
C -1.7853 -1.0775 2.7730
C -0.3598 -4.9734 2.0534
C 0.6240 -5.2776 1.1524
C 0.9322 -6.6643 1.1251
C 0.1850 -7.3880 2.0009
S -0.9052 -6.3938 2.8681
C -3.6185 1.8709 4.1327
H -3.3966 7.7872 3.4475
H -5.6915 6.7037 4.1163
H -5.5507 4.0779 4.0739
H -1.5528 3.2652 1.8633
H -4.5287 -0.3202 5.4467
H -3.7683 -2.6244 5.0963
H -2.2841 -4.2324 3.8963
H 0.3085 -2.6539 0.8490
H 1.1131 -4.5417 0.5240
H 1.6831 -7.0968 0.4802
H 0.2144 -8.4495 2.1850
H -4.3750 2.1023 4.8742
C 3.3665 -2.2656 1.6293
N 3.9374 -2.5998 0.3348
C 5.3447 -2.2291 0.1779
C 5.8507 -2.7269 -1.1545
C 4.9579 -2.1772 -2.2451
N 3.5690 -2.5486 -1.9968
C 2.6666 -2.0869 -3.0382
C 3.0641 -2.5353 -0.7242
O 1.8364 -2.5670 -0.5169
H 2.5055 -2.8968 1.8396
H 3.0503 -1.2137 1.6691
H 4.1303 -2.4319 2.3877
H 5.8937 -2.6978 1.0006
H 5.4632 -1.1430 0.2387
H 5.8520 -3.8217 -1.1759
H 6.8721 -2.3761 -1.3090
H 5.2375 -2.5908 -3.2191
H 5.0467 -1.0863 -2.2754
H 3.0036 -2.4854 -3.9976
H 2.6776 -0.9920 -3.0640
H 1.6584 -2.4343 -2.8401
```

=====

# C40H42IrN7O4PS2

A structure of composition C40H42IrN7O4PS2 (the ωB97M-V functional and the def2-TZVPD basis, OMol25).

Output
HOMO level (spin up / spin down): -12.279 / -12.279 eV
charge: +2
<S²>: 8.792
multiplicity: 6

```
97
C40H42IrN7O4PS2 (the ωB97M-V functional and the def2-TZVPD basis)
Ir -0.5927 0.7031 -0.9286
O -3.5470 -0.0760 1.2733
C -3.4026 0.1359 0.0908
O -2.6321 1.0474 -0.4415
C -4.1171 -0.7473 -0.9279
C -5.4461 -1.0759 -0.6972
C -6.1034 -1.9274 -1.5704
C -5.4284 -2.4752 -2.6545
C -4.1025 -2.1583 -2.8803
C -3.4390 -1.2728 -2.0245
P -1.7098 -0.8875 -2.4614
C -0.8686 -2.4823 -2.5462
C -1.2863 -3.5387 -1.7386
C -0.5378 -4.7041 -1.6827
C 0.6344 -4.8181 -2.4180
C 1.0614 -3.7641 -3.2160
C 0.3214 -2.5946 -3.2703
C -1.8626 -0.2215 -4.1429
C -2.2720 1.1148 -4.2512
C -2.3796 1.7135 -5.4985
C -2.0940 0.9797 -6.6413
C -1.7265 -0.3558 -6.5378
C -1.6015 -0.9591 -5.2921
H -5.9585 -0.6720 0.1651
H -7.1425 -2.1710 -1.3953
H -5.9403 -3.1486 -3.3289
H -3.5735 -2.5929 -3.7198
H -2.1960 -3.4518 -1.1572
H -0.8739 -5.5288 -1.0683
H 1.2190 -5.7270 -2.3667
H 1.9706 -3.8566 -3.7959
H 0.6663 -1.7663 -3.8819
H -2.5381 1.6677 -3.3551
H -2.6872 2.7480 -5.5771
H -2.1654 1.4460 -7.6148
H -1.5394 -0.9340 -7.4333
H -1.3043 -1.9979 -5.2227
C 2.1395 0.9296 -5.2764
O 2.5062 0.5933 -3.9179
C 1.7401 0.9541 -2.9386
S 2.1292 0.4736 -1.3656
S 0.3868 1.9606 -3.0803
H 2.9071 0.4925 -5.9047
H 2.1133 2.0095 -5.4164
H 1.1624 0.5017 -5.5140
C 0.9047 3.4578 -0.0510
N 0.0441 2.4105 0.5881
C -1.1807 3.1063 1.1199
N -0.8171 4.1472 2.0463
C 0.0229 5.1370 1.3724
N 1.2500 4.5012 0.8771
C 1.9758 3.9219 2.0085
N 1.1529 2.9206 2.6976
C 0.7952 1.8783 1.7666
C -0.0774 3.5763 3.1702
H 0.3640 3.8902 -0.8967
H 1.8201 2.9852 -0.4122
H -1.8138 2.3701 1.6176
H -1.7348 3.5338 0.2823
H 0.2862 5.9275 2.0732
H -0.5266 5.5747 0.5375
H 2.2417 4.7125 2.7084
H 2.8933 3.4505 1.6475
H 0.1706 1.1472 2.2796
H 1.6999 1.3763 1.4095
H 0.1882 4.3689 3.8681
H -0.7040 2.8465 3.6862
C 5.5029 1.2712 3.9286
C 4.3510 0.4138 4.3641
C 3.0309 0.8114 4.1843
C 1.9709 0.0022 4.5624
C 2.2061 -1.2417 5.1463
N 1.1788 -2.1106 5.5513
C -0.1795 -2.0871 5.3113
O -0.9801 -2.4691 6.1270
N -0.6078 -1.5897 4.0748
C -0.0440 -1.7572 2.8204
C 1.0392 -2.5958 2.5378
C 1.4980 -2.6909 1.2364
C 0.9125 -1.9218 0.2477
N -0.1088 -1.1027 0.5185
C -0.6035 -1.0535 1.7551
C 3.5297 -1.6316 5.3681
C 4.5758 -0.8190 4.9802
H 5.1722 2.2596 3.6136
H 6.0310 0.8030 3.0943
H 6.2304 1.3844 4.7328
H 2.8230 1.7923 3.7698
H 0.9584 0.3688 4.4566
H 1.4044 -2.7225 6.3204
H -1.5993 -1.3946 4.0867
H 1.4796 -3.2054 3.3115
H 2.3019 -3.3686 0.9869
H 1.2562 -1.9780 -0.7751
H -1.4972 -0.4517 1.9039
H 3.7281 -2.5818 5.8513
H 5.5949 -1.1394 5.1599
```